(1)
{"formula": "C20H25N6O3Sn", "method": "ωB97M-V with the def2-TZVPD basis set", "multiplicity": 1, "homo_lumo_gap_ev": [4.922, 6.814], "lumo_energy_ev": [-11.8, -10.4], "e_homo_ev": [-16.68, -17.25], "total_charge": 3, "species": ["Sn", "N", "C", "C", "C", "O", "O", "H", "H", "H", "H", "H", "H", "C", "C", "C", "C", "C", "N", "C", "O", "N", "C", "C", "C", "C", "N", "C", "C", "C", "H", "H", "H", "H", "H", "H", "H", "H", "H", "H", "H", "H", "H", "C", "C", "N", "C", "C", "N", "H", "H", "H", "H", "H", "H"], "positions_angstrom": [[0.0330, -2.2299, -2.6582], [1.2891, -2.6870, -4.8970], [2.4332, -3.6173, -4.7713], [3.5999, -3.0290, -3.9936], [3.1680, -2.6606, -2.5481], [3.9460, -3.2112, -1.7376], [2.2248, -1.8888, -2.3073], [0.6267, -3.0994, -5.5501], [1.5950, -1.8161, -5.3251], [2.8333, -3.9015, -5.7462], [2.0844, -4.5369, -4.2990], [3.9539, -2.0694, -4.3847], [4.4331, -3.7280, -3.9949], [-4.2977, 2.7928, 5.9355], [-2.9429, 2.4157, 5.4634], [-2.5675, 2.5632, 4.0990], [-1.3143, 2.2574, 3.6669], [-0.3506, 1.7886, 4.6062], [0.9238, 1.5161, 4.2678], [1.6203, 1.9145, 3.0688], [2.5107, 2.7024, 3.1607], [1.2324, 1.3832, 1.8553], [0.6426, 0.1586, 1.4826], [0.1814, -0.8236, 2.3515], [-0.3631, -1.9803, 1.8257], [-0.4061, -2.1517, 0.4554], [0.0628, -1.2245, -0.3912], [0.5567, -0.0913, 0.1160], [-0.7212, 1.6163, 5.9787], [-1.9777, 1.9207, 6.3837], [-4.9818, 3.0101, 5.1199], [-4.2220, 3.6850, 6.5686], [-4.7184, 2.0123, 6.5733], [-3.2991, 2.9470, 3.3995], [-1.0365, 2.4063, 2.6317], [1.5774, 1.4328, 5.0408], [1.7742, 1.8317, 1.1281], [0.2529, -0.7092, 3.4227], [-0.7367, -2.7577, 2.4777], [-0.8163, -3.0581, 0.0267], [0.9016, 0.6513, -0.5937], [0.0165, 1.2558, 6.6867], [-2.2551, 1.8001, 7.4235], [-2.2232, -0.3829, -4.6656], [-0.9234, 0.2557, -4.3148], [0.0496, -0.2479, -3.5550], [1.0738, 0.6983, -3.5008], [0.7033, 1.7701, -4.2311], [-0.5499, 1.4726, -4.7282], [-2.3389, -1.3414, -4.1625], [-2.3034, -0.5477, -5.7404], [-3.0598, 0.2477, -4.3645], [2.0008, 0.5120, -2.9874], [1.2080, 2.6957, -4.4493], [-1.1037, 2.0772, -5.3190]], "forces_ev_per_angstrom": [[0.23, -0.04, -0.11], [0.01, -0.15, 0.18], [-0.08, 0.01, -0.09], [-0.09, 0.08, 0.30], [0.25, 0.04, -0.53], [-0.06, 0.04, 0.12], [-0.10, -0.21, 0.33], [-0.04, 0.01, -0.01], [0.01, 0.00, -0.01], [-0.01, 0.00, -0.06], [-0.01, -0.02, 0.01], [0.02, -0.04, -0.09], [0.06, 0.01, 0.04], [0.08, -0.02, -0.03], [-0.06, 0.02, -0.01], [-0.10, 0.02, 0.09], [0.08, -0.03, -0.02], [-0.07, 0.02, 0.05], [0.07, -0.07, -0.05], [0.01, 0.05, -0.07], [0.01, -0.04, 0.02], [-0.09, -0.09, 0.09], [0.11, 0.16, 0.03], [-0.04, 0.01, 0.14], [-0.01, -0.03, 0.02], [0.06, 0.09, -0.03], [-0.09, -0.09, 0.13], [-0.07, -0.11, -0.24], [0.10, -0.01, -0.08], [-0.15, 0.04, 0.02], [0.01, -0.01, -0.01], [0.01, 0.01, 0.00], [0.01, -0.01, 0.00], [0.00, 0.00, 0.02], [0.01, -0.01, 0.04], [0.02, -0.01, 0.02], [-0.02, 0.02, -0.04], [0.00, 0.01, -0.01], [0.01, 0.01, -0.01], [-0.01, -0.01, -0.02], [0.04, 0.00, -0.04], [0.00, 0.01, -0.03], [-0.01, 0.01, -0.02], [0.04, 0.03, 0.03], [-0.06, 0.14, 0.04], [0.02, 0.28, -0.01], [-0.01, -0.18, -0.05], [-0.17, 0.05, -0.12], [0.10, 0.08, 0.00], [-0.02, -0.04, -0.01], [0.03, -0.01, 0.00], [0.02, 0.02, 0.02], [-0.06, 0.01, 0.05], [-0.02, -0.01, 0.00], [0.00, 0.00, -0.01]], "mulliken_charge": [1.05, -0.48, -0.78, -0.36, 0.56, -0.20, -0.39, 0.29, 0.27, 0.42, 0.39, 0.30, 0.39, -1.36, 0.70, -0.94, -0.18, 1.03, 0.01, 0.19, -0.49, -0.03, 0.15, -0.17, -1.05, -0.24, -0.02, -0.48, -0.63, -0.73, 0.37, 0.36, 0.39, 0.37, 0.50, 0.31, 0.22, 0.57, 0.44, 0.43, 0.53, 0.41, 0.47, -1.25, 0.52, 0.23, -0.59, -0.71, -0.02, 0.22, 0.36, 0.38, 0.60, 0.43, 0.23]}

***

(2)
{"formula": "C5H11NO", "method": "ωB97M-V with the def2-TZVPD basis set", "multiplicity": 1, "homo_lumo_gap_ev": [7.495, 7.496], "lumo_energy_ev": [0.1, 0.1], "e_homo_ev": [-7.42, -7.42], "total_charge": 0, "species": ["C", "C", "C", "N", "C", "O", "C", "H", "H", "H", "H", "H", "H", "H", "H", "H", "H", "H"], "positions_angstrom": [[-2.3737, 0.2428, -0.8687], [-1.4148, 0.4678, 0.3100], [-0.6042, -0.7626, 0.5365], [0.5762, -0.9582, 0.0857], [1.4278, 0.0432, -0.7983], [0.7452, 0.7868, -1.5009], [2.7393, -0.1728, -0.5156], [-3.0318, 1.1092, -0.9776], [-1.7848, 0.1340, -1.7822], [-3.0001, -0.6459, -0.7280], [-0.7583, 1.3087, 0.0860], [-1.9801, 0.6612, 1.2289], [1.2534, 0.8769, 2.4592], [-1.0536, -1.5745, 1.1133], [1.0313, -1.8358, 0.3188], [3.0625, -0.9429, 0.1746], [1.6756, 0.8153, 1.8455], [3.4899, 0.4470, -0.9873]], "forces_ev_per_angstrom": [[-0.06, 0.01, -0.10], [0.05, -0.01, 0.06], [0.20, 0.02, -0.16], [-0.32, -0.01, 0.12], [-0.03, 0.04, 0.00], [0.22, -0.21, 0.21], [0.03, 0.03, -0.09], [0.09, -0.13, 0.02], [-0.11, 0.01, 0.10], [0.09, 0.13, -0.02], [-0.12, -0.12, 0.08], [0.07, -0.04, -0.10], [0.04, 0.02, -0.02], [0.09, 0.10, -0.08], [-0.03, 0.11, -0.03], [-0.09, 0.09, -0.09], [-0.03, 0.04, 0.10], [-0.08, -0.08, 0.01]], "mulliken_charge": [-1.10, -0.43, -0.21, 0.00, 0.57, -0.65, -1.06, 0.31, 0.34, 0.34, 0.31, 0.35, 0.15, 0.42, 0.31, 0.22, -0.14, 0.27]}

***

(3)
{"formula": "C6H11N2O", "method": "ωB97M-V with the def2-TZVPD basis set", "multiplicity": 1, "homo_lumo_gap_ev": 10.045, "lumo_energy_ev": -4.0, "e_homo_ev": -14.09, "total_charge": 1, "species": ["C", "C", "C", "C", "C", "C", "N", "N", "O", "H", "H", "H", "H", "H", "H", "H", "H", "H", "H", "H"], "positions_angstrom": [[1.3891, 1.7103, -0.2159], [0.0532, 1.6565, -0.3517], [2.1346, -0.8583, -0.4385], [2.3669, 0.5383, 0.0757], [-0.9013, 0.6284, -0.0037], [-3.0115, -0.4862, -0.4159], [1.0067, -1.3440, -0.8008], [-0.7576, -0.1487, 1.0599], [-2.0168, 0.5744, -0.5884], [1.9966, 2.5444, -0.2730], [-0.3752, 2.5135, -0.7903], [3.0117, -1.3932, -0.3173], [3.2656, 0.9563, -0.1950], [2.3661, 0.6686, 1.2177], [-2.3877, -1.3399, 0.1264], [-3.4522, -0.7593, -1.3660], [-3.7471, 0.0853, 0.2167], [0.1129, -0.5007, 1.3246], [1.0613, -2.2840, -1.2034], [-1.4625, -0.6933, 1.5212]], "forces_ev_per_angstrom": [[-0.69, -4.09, 0.31], [1.32, 0.26, -0.25], [-2.21, 0.67, 0.52], [-3.87, 1.34, 2.13], [0.32, -1.49, 1.56], [1.32, 0.03, 2.78], [0.94, 0.99, -0.36], [-0.09, 0.11, 0.53], [-1.00, 0.93, -2.48], [0.20, 2.25, -0.69], [-0.89, 0.97, -0.20], [1.83, -1.59, -0.41], [2.48, 0.19, -0.79], [0.37, -1.03, -1.07], [-2.24, 1.36, -1.45], [0.38, 0.08, -0.16], [0.34, -1.47, -0.36], [1.83, 0.14, 0.36], [0.29, 0.12, 0.48], [-0.64, 0.22, -0.45]], "mulliken_charge": [-0.48, -0.42, -0.12, -0.96, 0.96, -0.64, -0.46, -0.33, -0.30, 0.47, 0.46, 0.45, 0.51, 0.34, 0.30, 0.24, 0.31, 0.16, 0.24, 0.27]}

***

Values of molar mass, in order: 516.2, 101.1, 127.2, all in g mol⁻¹.